Formula: C22H66O11
Source: the OMol25 dataset
Level of theory: ωB97M-V/def2-TZVPD

HOMO energy in hartree: -0.284

Cartesian coordinates (Å):
C (-0.29563, -0.88521, 3.21287)
C (1.11911, -1.10329, 2.95933)
O (1.74227, -0.02721, 2.37681)
H (-0.51545, 0.01875, 3.78087)
H (-0.69715, -1.73925, 3.75831)
H (-0.87780, -0.82782, 2.29314)
H (1.15544, -1.90251, 2.21903)
H (1.73980, -1.33501, 3.82486)
H (2.67400, -0.25842, 2.38408)
C (-3.56009, 1.04051, 2.50168)
C (-2.12028, 0.77579, 2.01800)
O (-1.59177, 1.85466, 1.26243)
H (-3.58829, 1.97010, 3.07015)
H (-3.94821, 0.30377, 3.20502)
H (-4.32386, 1.17742, 1.73617)
H (-2.07417, -0.14345, 1.43407)
H (-1.53561, 0.62911, 2.92614)
H (-0.65539, 1.70138, 1.11647)
C (1.56169, -2.18809, -0.73753)
C (2.45708, -3.33568, -1.01269)
O (3.40056, -3.33031, 0.07442)
H (1.05462, -2.08960, 0.22231)
H (0.75664, -2.23661, -1.47077)
H (2.11061, -1.25776, -0.88334)
H (3.02299, -3.13422, -1.92223)
H (1.92193, -4.28490, -0.98658)
H (3.71918, -4.23535, 0.10611)
C (-4.49633, -0.70098, -0.01868)
C (-3.44758, 0.15277, -0.71072)
O (-2.25250, -0.56985, -0.58736)
H (-5.45781, -0.46952, -0.47705)
H (-4.56263, -0.63188, 1.06710)
H (-4.30485, -1.75742, -0.20673)
H (-3.37794, 1.11333, -0.20025)
H (-3.60276, 0.33998, -1.77325)
H (-1.58752, -0.11376, -1.10831)
C (1.78955, -0.85607, -3.27979)
C (1.83689, -0.53432, -4.71696)
O (2.96422, -1.15406, -5.23729)
H (2.61919, -0.46133, -2.69329)
H (1.77379, -1.93456, -3.12262)
H (0.87290, -0.48764, -2.81924)
H (1.94556, 0.54175, -4.85249)
H (0.96978, -0.86130, -5.29081)
H (2.91895, -1.06400, -6.19199)
C (-2.33401, -0.60005, -3.58919)
C (-1.13534, -0.98066, -2.69503)
O (-0.85139, 0.07793, -1.82756)
H (-2.66958, -1.38278, -4.26951)
H (-2.01453, 0.24300, -4.20181)
H (-3.19294, -0.36003, -2.96252)
H (-0.18342, -1.21705, -3.17050)
H (-1.37237, -1.87398, -2.11719)
H (-0.40029, 0.77398, -2.31090)
C (3.05087, 1.98766, 0.75790)
C (3.00899, 2.79860, 2.07441)
O (4.11899, 3.69658, 2.07326)
H (2.84198, 2.62182, -0.10367)
H (2.31806, 1.18702, 0.65748)
H (4.02414, 1.50152, 0.69073)
H (3.01515, 2.20816, 2.99063)
H (2.10717, 3.40849, 2.12780)
H (4.13238, 4.05711, 2.96289)
C (0.39104, 2.18712, 3.55084)
C (-0.35485, 2.09388, 4.93844)
O (0.46787, 2.49680, 6.08829)
H (1.22508, 1.48560, 3.56957)
H (0.76268, 3.20463, 3.42987)
H (-0.24693, 1.88857, 2.71900)
H (-0.71704, 1.07945, 5.10533)
H (-1.26678, 2.69079, 4.92459)
H (-0.13544, 2.52607, 6.83445)
C (1.41560, 0.33466, -0.50095)
C (0.12122, 0.11073, 0.30094)
O (0.16398, 0.96371, 1.42853)
H (1.28996, -0.22255, -1.42930)
H (2.34307, 0.01810, -0.02379)
H (1.34198, 1.38391, -0.78689)
H (0.08242, -0.91812, 0.65880)
H (-0.71986, 0.36060, -0.34577)
H (0.76762, 0.60204, 2.08154)
C (1.78626, 2.02871, -3.02428)
C (0.32027, 2.33102, -2.73922)
O (-0.40461, 1.24023, -3.30385)
H (2.48392, 2.83023, -2.78150)
H (1.94622, 1.82199, -4.08248)
H (2.15997, 1.15857, -2.48456)
H (0.11994, 3.24361, -3.30061)
H (0.20513, 2.41139, -1.65831)
H (-0.55760, 1.28176, -4.25067)
C (-2.24907, -3.32594, -0.42215)
C (-1.27393, -2.62742, 0.51545)
O (-2.05081, -1.63709, 1.16699)
H (-3.11214, -3.79259, 0.05268)
H (-1.72293, -4.07388, -1.01532)
H (-2.71324, -2.63215, -1.12309)
H (-0.56571, -2.14153, -0.15569)
H (-0.76213, -3.32546, 1.17792)
H (-2.25813, -0.93265, 0.54861)